[1]
Formula: C23H33B2BrCaCl2Cs2NaO13
Source: the Open Molecules 2025 dataset
Level of theory: ωB97M-V/def2-TZVPD

E_HOMO (eV): -7.01
Frontier orbital gap (eV): 0.937
Total charge: +1

Last column: Löwdin charge in e.
Positions of all 78 atoms, in Å:
C: -2.862 2.105 1.836  -0.36
C: -3.063 2.754 0.405  -0.28
O: -2.963 1.857 -0.695  -0.20
C: -1.629 1.329 -0.802  -0.21
C: -1.082 1.532 -2.205  -0.13
C: -1.576 0.496 -3.234  -0.15
C: -1.456 -0.976 -2.821  -0.16
C: -0.062 -1.596 -3.055  -0.12
C: 1.084 -0.897 -2.373  -0.11
C: 1.283 -0.920 -1.049  0.05
B: 0.375 -1.713 0.021  -0.67
O: 0.039 -3.076 -0.170  0.12
O: -0.072 -1.100 1.192  0.12
C: 2.493 -0.071 -0.507  -0.33
O: 3.027 -0.427 0.574  -0.21
C: 2.860 1.105 -1.296  -0.12
C: 3.424 2.286 -0.759  -0.18
C: 3.658 2.381 0.712  -0.11
B: 4.968 1.617 1.172  -0.75
O: 6.093 1.510 0.430  0.21
O: 4.964 0.965 2.424  -0.05
C: 3.721 3.322 -1.592  -0.08
C: 3.506 3.293 -2.977  -0.24
C: 2.923 2.134 -3.560  0.02
C: 2.622 1.094 -2.748  -0.13
C: 1.963 -0.147 -3.333  -0.31
O: 2.064 -0.508 -4.477  0.15
H: -2.185 1.217 1.853  0.06
H: -3.809 1.847 2.364  -0.21
H: -2.353 2.853 2.441  0.09
H: -4.093 3.167 0.368  0.12
H: -2.386 3.593 0.269  0.13
H: -1.651 0.288 -0.481  0.09
H: -0.966 1.840 -0.099  0.13
H: 0.002 1.605 -2.149  0.10
H: -1.431 2.515 -2.520  0.13
H: -0.955 0.608 -4.127  0.12
H: -2.581 0.753 -3.557  0.12
H: -1.826 -1.178 -1.817  0.10
H: -2.104 -1.547 -3.486  0.12
H: -0.123 -2.619 -2.687  0.12
H: 0.110 -1.662 -4.123  0.12
H: 0.758 -3.488 -0.666  0.10
H: -0.780 -1.681 1.513  0.12
H: 3.663 3.416 1.061  0.07
H: 2.813 1.921 1.229  0.05
H: 5.938 1.913 -0.437  0.12
H: 4.052 0.967 2.791  -0.04
H: 4.154 4.224 -1.184  0.11
H: 3.757 4.117 -3.663  -0.13
H: 2.726 2.069 -4.619  0.14
Cs: -4.766 0.514 1.557  1.45
C: -10.376 -0.888 4.918  -0.14
C: -9.241 -1.306 3.956  -0.78
O: -9.131 -2.501 3.664  -0.02
O: -8.555 -0.327 3.592  -0.02
H: -10.941 -1.820 5.218  0.00
H: -9.974 -0.411 5.825  0.09
H: -11.015 -0.172 4.411  0.04
Ca: 4.014 2.738 3.867  1.16
Br: 5.572 4.582 -3.672  0.10
O: -8.643 -3.069 0.392  -0.06
H: -7.704 -2.912 0.503  0.01
H: -9.032 -2.786 1.235  0.02
Cl: -12.282 -2.155 3.776  0.18
C: 5.576 -2.953 1.676  -0.25
C: 4.843 -3.238 0.384  -0.36
O: 5.793 -3.947 -0.379  0.07
C: 6.691 -4.525 0.506  -0.50
O: 7.504 -5.315 0.208  0.24
O: 6.479 -4.040 1.773  0.09
H: 4.910 -2.924 2.543  -0.01
H: 6.140 -2.019 1.638  0.16
H: 3.966 -3.871 0.533  -0.01
H: 4.532 -2.322 -0.131  0.09
Cs: 2.799 -2.751 1.964  1.56
Cl: 1.361 3.838 2.621  -0.47
Na: 4.447 -0.510 -1.960  0.70

[2]
Formula: C23H33Cl2N2PtSSbSi
Source: the Open Molecules 2025 dataset
Level of theory: ωB97M-V/def2-TZVPD

E_HOMO (eV): -6.94
Energy relative to the best compared isomer or geometry (same formula, charge and spin) (eV): 1.204
Frontier orbital gap (eV): 6.739

Last column: Löwdin charge in e.
Positions of all 64 atoms, in Å:
Pt: -0.161 -0.187 0.376  0.32
Cl: 1.529 2.293 1.798  0.65
C: 0.314 3.464 1.305  -0.65
C: 0.789 4.744 1.084  -0.13
C: -0.088 5.743 0.694  -0.09
C: -1.426 5.435 0.524  -0.13
C: -1.865 4.141 0.746  -0.67
Cl: -3.569 3.848 0.490  0.64
C: -1.028 3.093 1.149  -0.72
S: -1.664 1.480 1.442  0.44
H: 1.841 4.946 1.223  0.10
H: 0.266 6.751 0.529  0.10
H: -2.140 6.187 0.220  0.10
C: 0.907 -3.194 -1.097  -0.22
Si: 0.700 -2.256 0.521  0.29
C: -0.273 -3.380 1.663  -0.22
C: 2.407 -2.065 1.298  -0.28
C: 3.549 -2.699 0.805  -0.11
C: 4.768 -2.610 1.466  -0.11
C: 4.873 -1.875 2.637  -0.11
C: 3.757 -1.219 3.139  -0.09
C: 2.544 -1.314 2.472  -0.11
H: 1.133 -4.252 -0.930  0.04
H: 1.708 -2.768 -1.706  0.02
H: -0.004 -3.135 -1.690  0.00
H: 0.295 -4.309 1.778  0.04
H: -1.258 -3.633 1.269  0.00
H: -0.419 -2.953 2.656  0.03
H: 3.489 -3.293 -0.101  0.10
H: 5.636 -3.123 1.068  0.10
H: 5.821 -1.816 3.159  0.10
H: 3.828 -0.638 4.049  0.10
H: 1.682 -0.795 2.880  0.09
C: -2.773 -3.075 -1.272  -0.30
Sb: -2.343 -1.200 -0.351  1.22
C: -3.259 -1.657 1.530  -0.31
C: -3.967 -0.061 -1.063  -0.29
H: -3.759 -3.386 -0.934  0.01
H: -2.035 -3.820 -0.985  -0.01
H: -2.780 -2.983 -2.357  0.01
H: -3.932 -0.837 1.781  0.01
H: -2.508 -1.740 2.306  -0.01
H: -3.828 -2.585 1.462  0.01
H: -4.856 -0.524 -0.639  0.02
H: -4.024 -0.067 -2.149  0.01
H: -3.854 0.958 -0.701  -0.03
N: 1.535 0.259 -1.033  0.07
C: 2.693 0.310 -1.001  -0.26
N: 3.997 0.360 -0.970  -0.07
C: 4.796 -0.559 -1.790  -0.14
C: 5.969 0.206 -2.386  -0.18
C: 6.769 0.908 -1.287  -0.20
C: 5.861 1.827 -0.471  -0.17
C: 4.710 1.030 0.121  -0.13
H: 4.151 -0.990 -2.554  0.13
H: 5.156 -1.369 -1.147  0.11
H: 5.584 0.951 -3.087  0.12
H: 6.597 -0.486 -2.950  0.11
H: 7.594 1.471 -1.724  0.11
H: 7.207 0.156 -0.623  0.12
H: 5.455 2.607 -1.120  0.12
H: 6.413 2.317 0.333  0.12
H: 4.007 1.645 0.680  0.09
H: 5.091 0.251 0.791  0.12

[3]
Formula: C23H33ClN6O5S
Source: the Open Molecules 2025 dataset
Level of theory: ωB97M-V/def2-TZVPD

E_HOMO (eV): -8.55
Frontier orbital gap (eV): 8.688
Structure (SMILES): CCCCn1c(N)c(N(CC)C(=O)c2cc(S(=O)(=O)N3CCN(CC)CC3)ccc2Cl)c(=O)[nH]c1=O

Last column: Löwdin charge in e.
Positions of all 69 atoms, in Å:
C: 5.145 2.198 -1.744  -0.10
C: 3.648 1.958 -1.597  -0.26
C: 3.319 0.712 -0.779  -0.18
C: 3.756 0.833 0.682  -0.12
N: 3.195 -0.238 1.495  0.07
C: 1.959 -0.124 2.073  -0.21
N: 1.310 1.067 1.957  0.21
C: 1.442 -1.161 2.820  -0.12
N: 0.127 -1.097 3.365  0.00
C: -0.003 -1.030 4.813  -0.17
C: 0.426 0.332 5.345  -0.07
C: -0.966 -1.304 2.595  -0.44
O: -2.106 -1.306 3.005  0.09
C: -0.633 -1.419 1.126  -0.14
C: -0.718 -0.276 0.348  -0.04
C: -0.322 -0.301 -0.975  -0.27
S: -0.176 1.291 -1.799  0.67
O: 0.220 2.202 -0.754  -0.29
O: 0.692 1.125 -2.926  -0.27
N: -1.631 1.798 -2.377  -0.23
C: -2.658 2.204 -1.448  -0.16
C: -3.609 1.057 -1.097  -0.17
N: -4.160 0.486 -2.314  -0.18
C: -5.182 -0.510 -2.031  -0.26
C: -6.033 -0.820 -3.257  -0.09
C: -3.084 -0.032 -3.141  -0.16
C: -2.151 1.112 -3.536  -0.16
C: 0.108 -1.473 -1.565  -0.05
C: 0.125 -2.641 -0.820  -0.06
C: -0.230 -2.611 0.525  -0.57
Cl: -0.139 -4.045 1.470  0.81
C: 2.214 -2.348 3.083  -0.44
O: 1.891 -3.285 3.783  0.05
N: 3.446 -2.351 2.430  0.22
C: 3.970 -1.384 1.620  -0.47
O: 5.039 -1.504 1.071  0.09
H: 5.327 3.031 -2.418  0.07
H: 5.632 1.315 -2.149  0.08
H: 5.602 2.433 -0.785  0.07
H: 3.194 1.836 -2.581  0.10
H: 3.174 2.825 -1.132  0.11
H: 3.807 -0.159 -1.219  0.13
H: 2.240 0.548 -0.827  0.07
H: 4.841 0.731 0.749  0.12
H: 3.458 1.792 1.107  0.13
H: 1.334 1.583 1.088  0.08
H: 0.424 1.100 2.438  0.10
H: -1.053 -1.219 5.043  0.12
H: 0.608 -1.823 5.250  0.12
H: 0.357 0.337 6.429  0.07
H: 1.454 0.549 5.063  0.07
H: -0.219 1.118 4.957  0.07
H: -1.058 0.654 0.775  0.12
H: -2.159 2.596 -0.562  0.11
H: -3.230 3.009 -1.921  0.13
H: -4.430 1.454 -0.496  0.13
H: -3.083 0.291 -0.500  0.12
H: -5.830 -0.092 -1.257  0.11
H: -4.739 -1.440 -1.633  0.12
H: -6.367 0.107 -3.714  0.08
H: -6.902 -1.399 -2.959  0.07
H: -5.482 -1.395 -3.996  0.06
H: -3.510 -0.466 -4.045  0.12
H: -2.512 -0.818 -2.610  0.12
H: -1.296 0.751 -4.108  0.12
H: -2.707 1.840 -4.134  0.14
H: 0.440 -1.455 -2.591  0.12
H: 0.440 -3.571 -1.263  0.11
H: 4.017 -3.179 2.556  0.17